[1]
Formula: C34H42F18N2O10S
Source: the OMol25 dataset
Level of theory: ωB97M-V/def2-TZVPD

Summary:
largest force on an atom	8.34	eV/Å
orbital gap	9.1	eV
SMILES	C#C[C@@](C=C)(O[C@@H](N=C=O)S(=O)(=O)F)[C@@H](CCCCOC(C)=O)NC(F)(F)C(F)(F)C(F)(F)C(F)(F)C(F)(F)C(F)(F)C(F)(F)C(F)(F)F.CC(C)=O.CC(C)=O.CC(C)=O.CC(C)=O
highest occupied orbital energy	-0.338	Eh
lowest unoccupied orbital energy	-0.0050	Eh

ORCA input file:
```
! RIJCOSX wB97M-V def2-TZVPD def2/J DEFGRID3
* xyz 0 1
C 0.713 4.633 0.245
C 1.274 3.437 0.118
C 2.319 2.223 0.071
C 2.210 1.388 -1.338
C 3.175 0.411 -1.756
O 3.667 2.510 0.485
C 4.251 3.697 -0.043
N 3.944 4.036 -1.467
C 4.711 3.394 -2.316
O 5.283 2.669 -3.173
S 4.041 5.224 1.075
O 3.207 4.943 2.298
O 5.430 5.746 1.451
F 3.379 6.449 0.074
C 1.748 1.139 1.194
C 2.849 0.888 2.390
C 2.313 -0.222 3.486
C 2.901 -1.680 3.102
C 2.051 -2.481 1.985
O 1.511 -3.761 2.459
C 0.114 -3.895 2.138
C -0.523 -4.041 0.660
O -0.711 -3.947 3.131
N 0.491 1.676 1.799
C -0.726 0.975 1.332
F -0.635 0.871 -0.098
F -0.764 -0.331 2.009
C -1.999 1.822 1.872
F -1.619 3.201 1.885
F -2.159 1.437 3.277
C -3.403 1.490 1.157
F -3.300 0.113 0.691
F -4.418 1.485 2.195
C -3.888 2.527 0.031
F -2.781 2.648 -0.918
F -4.066 3.878 0.553
C -5.274 2.166 -0.714
F -6.264 3.165 -0.313
F -5.847 0.899 -0.374
C -5.197 2.316 -2.349
F -6.590 2.224 -2.784
F -4.760 3.628 -2.764
C -4.424 1.096 -3.074
F -3.703 0.226 -2.192
F -5.428 0.261 -3.730
C -3.446 1.596 -4.285
F -2.825 0.474 -4.973
F -4.202 2.306 -5.307
F -2.356 2.411 -3.819
H 0.196 5.631 0.525
H 1.266 1.619 -1.982
H 3.913 0.037 -0.938
H 3.161 0.020 -2.835
H 5.408 3.524 -0.015
H 1.621 0.091 0.697
H 3.076 1.858 2.964
H 3.836 0.424 1.975
H 2.813 0.100 4.493
H 1.174 -0.192 3.635
H 4.011 -1.586 2.754
H 2.949 -2.366 4.048
H 2.805 -2.755 1.134
H 1.200 -1.878 1.502
H -0.525 -5.134 0.259
H -1.646 -3.738 0.748
H -0.065 -3.349 -0.137
H 0.535 1.762 2.826
C -2.763 5.867 -4.225
C -2.001 6.505 -3.094
O -1.303 5.841 -2.346
C -2.134 7.995 -2.922
H -2.573 4.791 -4.228
H -3.834 6.032 -4.092
H -2.431 6.283 -5.179
H -3.178 8.255 -2.731
H -1.774 8.506 -3.818
H -1.531 8.316 -2.069
C 4.338 -3.847 -3.231
C 5.030 -2.521 -3.056
O 4.436 -1.549 -2.616
C 6.482 -2.441 -3.446
H 3.297 -3.757 -2.911
H 4.356 -4.140 -4.284
H 4.829 -4.606 -2.618
H 6.596 -2.671 -4.507
H 7.068 -3.137 -2.842
H 6.849 -1.427 -3.266
C 0.377 -8.974 1.762
C 1.089 -7.650 1.842
O 0.875 -6.765 1.030
C 2.075 -7.459 2.963
H -0.302 -8.969 0.906
H 1.103 -9.779 1.627
H -0.206 -9.138 2.671
H 2.877 -8.197 2.882
H 1.567 -7.555 3.925
H 2.511 -6.459 2.896
C -5.183 -2.038 1.891
C -4.412 -3.212 2.432
O -3.694 -3.885 1.712
C -4.561 -3.524 3.897
H -4.979 -1.933 0.823
H -6.255 -2.202 2.028
H -4.871 -1.123 2.399
H -5.604 -3.755 4.124
H -4.221 -2.675 4.494
H -3.948 -4.394 4.146
*
```

=====

[2]
Formula: C5H11NO
Source: the OMol25 dataset
Level of theory: ωB97M-V/def2-TZVPD

Summary:
largest force on an atom	2.21	eV/Å
orbital gap	9.6	eV
SMILES	C[C@@H](C=O)N(C)C
highest occupied orbital energy	-0.320	Eh
lowest unoccupied orbital energy	0.0333	Eh

ORCA input file:
```
! RIJCOSX wB97M-V def2-TZVPD def2/J DEFGRID3
* xyz 0 1
C -0.585 0.621 1.394
N 0.187 0.836 0.128
C 1.607 1.105 0.356
C 0.010 -1.675 -0.430
C -0.068 -0.207 -0.869
C -1.491 0.101 -1.355
O -2.150 -0.706 -1.963
H -0.202 1.222 2.215
H -1.558 1.023 1.150
H -0.588 -0.443 1.586
H 2.223 0.844 -0.505
H 2.064 0.443 1.126
H 1.719 2.088 0.805
H 0.262 -2.395 -1.187
H -0.821 -1.980 0.207
H 0.891 -1.816 0.235
H 0.479 -0.126 -1.816
H -1.977 1.064 -1.078
*
```